{"formula": "C65H135F18N7O24S6", "method": "the ωB97M-V functional and the def2-TZVPD basis", "homo_ev": [-9.141, -9.141], "homo_lumo_gap_ev": [6.8, 3.0], "s_squared": 0.7665, "total_charge": 1, "multiplicity": 2, "total_energy_ev": -243071.8578, "lumo_energy_ev": [-2.36, -6.13], "symbols": ["C", "O", "C", "C", "N", "H", "H", "C", "C", "O", "C", "H", "H", "H", "H", "H", "H", "H", "H", "H", "H", "H", "H", "H", "H", "C", "O", "C", "C", "N", "H", "H", "C", "C", "O", "C", "H", "H", "H", "H", "H", "H", "H", "H", "H", "H", "H", "H", "H", "H", "C", "C", "C", "N", "C", "C", "C", "C", "C", "C", "H", "H", "H", "H", "H", "H", "H", "H", "H", "H", "H", "H", "H", "H", "H", "H", "H", "H", "H", "H", "C", "C", "C", "N", "C", "C", "C", "C", "C", "C", "H", "H", "H", "H", "H", "H", "H", "H", "H", "H", "H", "H", "H", "H", "H", "H", "H", "H", "H", "H", "C", "C", "C", "N", "C", "C", "C", "C", "C", "C", "H", "H", "H", "H", "H", "H", "H", "H", "H", "H", "H", "H", "H", "H", "H", "H", "H", "H", "H", "H", "C", "C", "C", "N", "C", "C", "C", "C", "C", "C", "H", "H", "H", "H", "H", "H", "H", "H", "H", "H", "H", "H", "H", "H", "H", "H", "H", "H", "H", "H", "C", "C", "C", "N", "C", "C", "C", "C", "C", "C", "H", "H", "H", "H", "H", "H", "H", "H", "H", "H", "H", "H", "H", "H", "H", "H", "H", "H", "H", "H", "C", "C", "O", "O", "H", "H", "H", "C", "F", "F", "F", "S", "O", "O", "O", "C", "F", "F", "F", "S", "O", "O", "O", "C", "F", "F", "F", "S", "O", "O", "O", "C", "F", "F", "F", "S", "O", "O", "O", "C", "F", "F", "F", "S", "O", "O", "O", "C", "F", "F", "F", "S", "O", "O", "O"], "positions_angstrom": [[-2.375840, -0.590675, -4.018064], [-3.771578, -0.665888, -3.834932], [-4.111796, -0.831791, -2.420621], [-5.656499, -1.098268, -2.285194], [-5.997924, -2.461843, -2.849419], [-5.439180, -3.072152, -2.270250], [-6.982825, -2.568286, -2.652599], [-5.732114, -2.682330, -4.338687], [-6.296208, -3.924419, -4.924369], [-7.700231, -3.707211, -4.754294], [-8.471432, -4.920682, -4.970060], [-2.154250, -0.020918, -4.920486], [-1.918694, -1.569491, -3.872979], [-1.907397, 0.070204, -3.288758], [-3.923399, -0.101216, -1.633935], [-3.747992, -1.765675, -1.992126], [-6.249434, -0.361850, -2.827601], [-6.086155, -1.240101, -1.293538], [-4.658846, -2.865176, -4.391344], [-5.897230, -1.763391, -4.901166], [-5.800973, -4.729371, -4.381314], [-6.154037, -4.143471, -5.982615], [-9.553321, -4.820115, -4.883382], [-8.256300, -5.738735, -4.282581], [-8.428018, -5.358923, -5.967138], [3.521508, 0.685788, 5.489160], [4.553651, 0.950282, 6.357566], [4.493867, 1.895098, 7.395648], [5.816666, 2.506241, 7.711405], [6.894488, 1.309623, 7.507172], [6.770672, 0.495382, 8.091797], [6.707080, 1.094000, 6.538428], [8.391983, 1.817594, 7.589810], [8.668217, 2.991045, 6.732197], [8.112633, 4.179919, 7.320248], [8.592165, 5.417743, 6.749519], [2.567022, 0.987052, 5.920798], [3.610524, -0.398018, 5.414804], [3.647946, 1.259419, 4.570973], [4.175049, 1.419986, 8.323398], [3.828825, 2.671092, 7.016637], [5.947237, 2.690860, 8.777694], [6.137190, 3.285247, 7.019646], [9.001002, 0.957491, 7.311545], [8.510895, 2.119793, 8.630306], [8.440887, 2.758914, 5.691746], [9.755499, 3.016392, 6.659536], [9.575815, 5.632409, 7.167188], [8.038691, 6.324768, 6.992602], [8.534535, 5.219298, 5.679294], [-7.856276, 5.826033, 2.605654], [-6.949768, 5.594130, 3.775036], [-6.940322, 4.254526, 4.501938], [-5.628148, 3.993945, 5.271130], [-4.414591, 3.622113, 4.291735], [-4.612916, 2.267531, 3.615558], [-4.751542, 1.236896, 4.793447], [-5.944829, 1.492405, 5.722818], [-5.986643, 2.928180, 6.370947], [-5.129232, 5.250807, 6.066016], [-7.723453, 6.830117, 2.202830], [-8.900541, 5.619497, 2.840054], [-7.660725, 5.011257, 1.908518], [-7.252328, 6.259550, 4.583600], [-5.922765, 5.712306, 3.429485], [-6.938742, 3.429664, 3.789416], [-7.782270, 4.169872, 5.189009], [-4.324113, 4.350276, 3.485706], [-3.521275, 3.666184, 4.914752], [-5.443598, 2.340278, 2.913585], [-3.756489, 1.995326, 2.998678], [-4.930557, 0.336431, 4.205888], [-3.798565, 1.253821, 5.322266], [-6.832024, 1.430153, 5.092648], [-6.006785, 0.660419, 6.424283], [-6.848328, 3.272516, 6.942818], [-5.110425, 2.931803, 7.019271], [-5.912927, 5.520067, 6.774132], [-5.002983, 6.041333, 5.326255], [-4.146212, 5.108342, 6.514880], [0.619469, -3.205527, -1.769841], [0.944457, -1.822383, -1.112270], [-0.180920, -1.605149, -0.080802], [-0.181135, -0.137690, 0.426060], [1.120172, 0.407490, 1.085046], [1.473877, -0.439623, 2.274879], [0.401246, -0.742559, 3.332017], [-1.056336, -0.864249, 2.717414], [-1.367476, 0.002022, 1.453012], [-0.507638, 0.823869, -0.828405], [-0.004015, -3.913710, -1.224076], [1.574228, -3.611050, -2.104653], [0.002235, -2.928186, -2.624355], [0.934954, -1.038752, -1.869854], [1.904736, -1.772792, -0.598945], [-0.158649, -2.313283, 0.747548], [-1.176355, -1.629268, -0.524232], [1.853265, 0.273390, 0.289625], [1.141502, 1.495362, 1.149674], [1.835055, -1.386694, 1.873991], [2.360330, -0.176358, 2.851939], [0.628242, -1.677315, 3.844676], [0.390213, -0.012337, 4.141182], [-1.284878, -1.851526, 2.315989], [-1.803685, -0.454017, 3.396595], [-2.305107, -0.299893, 0.986320], [-1.469371, 1.039352, 1.771866], [-0.971027, 1.653678, -0.294755], [-1.335294, 0.384827, -1.385475], [0.294785, 1.061699, -1.526725], [-1.855957, -5.246630, -4.803761], [-2.703303, -4.965112, -6.087275], [-2.402703, -5.950714, -7.155067], [-2.837435, -5.697917, -8.653191], [-1.910939, -4.627321, -9.372859], [-0.418901, -5.007259, -9.479692], [-0.329042, -6.408280, -10.114103], [-1.330966, -7.551024, -9.689879], [-2.744342, -7.106058, -9.361580], [-4.306864, -5.165504, -8.772589], [-2.324025, -6.070389, -4.264856], [-1.936716, -4.383526, -4.142986], [-0.780446, -5.343926, -4.951806], [-2.390367, -3.990875, -6.462840], [-3.777142, -4.863969, -5.930022], [-2.847938, -6.915435, -6.911795], [-1.352552, -6.241082, -7.186147], [-2.106020, -3.703491, -8.828264], [-2.462592, -4.573286, -10.311395], [-0.209826, -5.062588, -8.411358], [0.211100, -4.318129, -10.042100], [0.591221, -6.959938, -9.922036], [-0.401950, -6.157426, -11.172332], [-1.106578, -7.982690, -8.714476], [-1.457131, -8.362916, -10.406132], [-3.262243, -7.908805, -8.836712], [-3.341697, -6.904825, -10.250830], [-5.020560, -5.937154, -8.483991], [-4.502595, -4.964082, -9.825779], [-4.300139, -4.245478, -8.188115], [1.387408, 5.151231, -0.858908], [0.834615, 5.461739, -2.264090], [-0.455242, 4.773763, -2.624397], [-0.935651, 4.945234, -4.049791], [-2.297368, 4.235457, -4.142060], [-3.058338, 4.501307, -5.463097], [-3.143212, 5.989762, -5.764358], [-1.734850, 6.578184, -5.807588], [-1.091008, 6.438044, -4.456079], [0.135783, 4.282224, -4.977986], [2.088942, 4.318920, -0.802245], [0.608571, 4.931701, -0.128624], [1.924926, 6.068298, -0.617740], [1.588881, 5.231714, -3.016594], [0.533434, 6.500858, -2.396848], [-1.346829, 5.209266, -2.173290], [-0.420965, 3.705394, -2.411065], [-2.943206, 4.394345, -3.278489], [-2.125860, 3.170582, -3.984837], [-4.056561, 4.066496, -5.412222], [-2.628347, 3.909364, -6.271064], [-3.899245, 6.388627, -5.088036], [-3.739541, 6.283151, -6.628302], [-1.610251, 7.566607, -6.249856], [-1.241497, 5.925962, -6.528213], [-1.505063, 7.059738, -3.662247], [-0.085445, 6.771715, -4.712207], [-0.333550, 4.149293, -5.952746], [0.149418, 3.228205, -4.700544], [1.111738, 4.767032, -4.954223], [8.787663, -1.538550, 4.088880], [8.987712, -1.925036, 2.631108], [7.618121, -2.426107, 2.117486], [7.647792, -2.882212, 0.656162], [8.001135, -1.737539, -0.326878], [6.903605, -0.612510, -0.360336], [5.502278, -1.199027, -0.584786], [5.109020, -2.387050, 0.298813], [6.235728, -3.389456, 0.234758], [8.588131, -4.044159, 0.375234], [8.252595, -2.405614, 4.476163], [8.083475, -0.719942, 4.237511], [9.717214, -1.374385, 4.633934], [9.802349, -2.612419, 2.403123], [9.325602, -0.997248, 2.169440], [7.005118, -1.526555, 2.173473], [7.212277, -3.333912, 2.563889], [8.925322, -1.314466, 0.066817], [8.135229, -2.153086, -1.325598], [6.942777, -0.102328, 0.602103], [7.152421, 0.006766, -1.222131], [4.812491, -0.356764, -0.638409], [5.347556, -1.565853, -1.599473], [4.976969, -2.058724, 1.329754], [4.244086, -2.973206, -0.011687], [6.004891, -4.243730, 0.871184], [6.399108, -3.835799, -0.746156], [8.439299, -4.944087, 0.971966], [9.525705, -3.533199, 0.594287], [8.607325, -4.298278, -0.684549], [-2.498749, -5.575029, -0.730881], [-3.472819, -4.440689, -0.526681], [-4.430141, -4.359187, -1.293031], [-3.219290, -3.586240, 0.352252], [-1.933336, -5.400642, -1.646305], [-3.027520, -6.528012, -0.748614], [-1.741843, -5.584153, 0.053405], [-3.460390, -2.145508, 6.380903], [-3.020653, -1.100206, 7.058481], [-3.762229, -1.674315, 5.177169], [-2.480153, -3.034506, 6.257996], [-4.968315, -2.907109, 7.263017], [-6.066765, -2.010015, 6.873813], [-5.205619, -4.241314, 6.753171], [-4.619542, -2.883312, 8.677913], [5.393925, 2.455355, 1.819093], [4.527742, 1.484558, 2.052184], [6.157449, 2.229774, 0.713425], [4.827708, 3.600282, 1.650059], [6.460380, 2.688626, 3.456955], [5.744305, 3.649082, 4.303315], [6.607619, 1.350385, 3.992614], [7.785141, 3.178128, 2.943964], [-4.534159, 4.293801, -0.066001], [-5.180799, 4.263708, 1.114833], [-5.286702, 5.018088, -0.909145], [-3.372983, 4.951226, 0.043228], [-4.279252, 2.603904, -0.862395], [-4.087728, 1.650673, 0.181155], [-5.582168, 2.354022, -1.593672], [-3.123153, 2.683448, -1.791753], [0.489748, 3.414273, 3.719041], [-0.155793, 2.588941, 2.892526], [1.796626, 3.279881, 3.538082], [0.118617, 4.633805, 3.529958], [0.043345, 3.087051, 5.565307], [-1.238540, 3.719143, 5.664388], [0.038431, 1.612364, 5.759325], [1.075524, 3.820728, 6.367344], [2.394394, -4.750736, 2.417427], [1.772487, -5.916232, 2.469108], [2.552616, -4.481305, 1.128553], [1.758329, -3.818318, 3.043781], [4.152090, -4.986119, 3.345771], [3.831572, -5.160178, 4.790617], [4.793854, -6.106968, 2.610788], [4.797015, -3.675334, 3.064544], [4.040741, 2.684170, -3.190088], [5.174436, 2.708967, -3.958000], [4.384978, 2.761432, -1.895219], [3.310224, 3.717450, -3.355773], [3.048039, 1.001614, -3.605322], [3.730716, 0.429229, -4.748294], [3.215438, 0.200654, -2.368475], [1.669234, 1.325998, -3.947687]], "forces_ev_per_a": [[0.302, 0.947, 0.735], [-0.589, 0.513, 2.078], [-2.428, -1.572, 0.257], [0.463, 0.160, -1.405], [-0.384, 0.947, -1.967], [0.664, -1.778, 0.827], [-0.342, -0.603, -0.092], [2.426, 0.636, 0.083], [-1.800, 0.432, 0.719], [-1.011, -2.459, 0.000], [-0.511, -0.312, 0.005], [-0.121, -0.856, -0.539], [0.242, -0.114, -0.583], [-0.125, -0.026, 0.466], [0.654, 0.918, -0.875], [0.961, -0.298, -0.294], [0.079, 0.110, 0.052], [0.846, 0.763, 0.389], [0.227, 0.522, 0.145], [-0.443, -0.075, 0.309], [-0.803, -0.682, 0.419], [0.653, 0.621, -0.248], [0.096, 1.096, 0.420], [0.614, 0.241, 0.305], [0.854, 0.360, -0.436], [-1.063, 0.130, 0.070], [3.268, 0.128, 1.684], [-1.449, -0.046, -0.784], [1.983, -2.111, -0.154], [1.064, 3.025, -0.662], [-0.373, -0.098, 0.122], [-0.206, -0.787, -0.790], [-2.133, -0.744, 0.933], [0.574, 0.791, -0.350], [-0.035, -0.282, 0.106], [0.303, -1.028, -0.365], [-0.289, -0.229, 0.010], [-0.635, 0.033, -0.874], [0.092, -0.334, -0.299], [-0.758, -0.069, 0.001], [-0.343, 0.374, 0.815], [-0.291, 0.783, -0.256], [0.013, -0.112, 0.335], [0.026, 0.127, 0.122], [0.245, -0.310, 0.049], [-0.926, 0.548, -0.313], [0.416, 0.469, 0.426], [0.439, -0.261, -0.517], [-0.847, -0.662, 0.243], [0.558, 0.746, -0.193], [-0.658, -1.584, -0.150], [0.427, -0.002, 1.375], [0.725, -0.498, -0.868], [0.293, 0.937, 1.024], [-0.677, -0.348, -0.075], [-0.088, 0.393, 2.109], [-0.423, 0.812, -1.795], [-0.935, 0.918, -0.760], [2.884, -1.164, -1.326], [-0.761, -0.447, -1.442], [-0.056, -0.304, -0.161], [-0.178, 0.543, 0.301], [0.297, 0.472, -0.729], [0.672, 0.787, -0.227], [0.008, 0.684, 0.167], [-0.444, -0.059, 0.066], [0.184, -0.148, 0.042], [-0.352, 0.632, 0.545], [0.033, -0.121, 0.039], [-0.232, -0.425, 0.160], [0.169, 0.274, 0.144], [0.201, -0.606, 0.904], [0.028, -0.396, 0.016], [-0.246, -0.305, -0.006], [-0.091, 0.440, 0.426], [-0.106, -0.229, -0.463], [-0.056, 0.337, 0.277], [0.208, -0.030, 0.062], [-0.131, 0.012, 0.180], [-0.279, -0.597, 0.104], [0.507, 1.348, -0.527], [-1.457, -0.917, 1.076], [0.641, 1.780, -0.329], [-0.933, 1.687, -0.549], [0.108, -0.775, -1.392], [0.409, -1.244, 0.982], [-1.572, 0.239, -0.629], [0.469, 0.793, -1.308], [1.789, -0.071, 0.409], [-1.002, -0.949, 2.154], [0.496, 0.094, 0.566], [-0.343, -0.471, -0.133], [0.105, -0.301, -0.428], [0.135, -0.120, 0.026], [0.053, -0.271, -0.155], [0.212, 0.236, -0.065], [0.021, -0.532, -0.122], [0.279, -0.350, 0.016], [-1.007, -0.063, 0.579], [-0.278, -0.338, -0.245], [0.119, 0.942, -0.423], [0.088, -0.111, -0.256], [-0.053, 0.347, -0.284], [-0.142, -0.366, 1.070], [-0.059, -0.759, 0.424], [0.215, -0.147, -0.204], [0.347, 0.147, -0.538], [0.439, 0.464, -0.481], [0.143, -0.282, 0.189], [0.423, -0.174, 0.584], [-1.337, 0.535, -0.038], [1.074, 1.366, -0.138], [-0.228, -1.781, -1.191], [0.277, -0.801, 1.038], [-1.286, -0.649, -0.408], [-1.926, -1.749, 1.571], [-0.294, -1.139, -0.241], [-0.968, 1.577, 1.146], [-0.808, 1.933, -1.437], [1.882, -0.527, -0.038], [0.515, -0.212, 0.057], [-0.228, 0.030, 0.051], [-0.171, -0.441, -0.399], [0.062, 0.368, 0.024], [0.046, -0.294, 0.435], [-0.461, 0.009, -0.024], [0.148, 0.586, -0.193], [0.209, -0.021, 0.021], [0.494, 0.276, -0.364], [1.187, 0.284, -0.097], [-0.332, 0.214, 0.385], [0.576, 0.874, -0.280], [-0.048, -0.784, -0.269], [1.262, -0.267, -0.249], [0.484, 0.129, -0.100], [-0.142, 0.559, 0.566], [0.094, -0.141, -0.306], [0.248, 0.143, 0.532], [0.229, 0.157, 0.066], [-0.512, -0.205, -0.013], [-0.184, 0.518, -0.472], [-0.540, -0.009, -0.592], [-1.135, -0.228, 0.036], [0.738, 0.103, -1.142], [-0.143, -0.624, -0.831], [0.212, -0.341, -0.020], [-1.222, 0.497, -0.432], [-1.594, -0.911, -0.109], [1.862, -0.530, -0.771], [-2.316, -0.940, 0.085], [-0.012, 0.003, -0.434], [-0.099, 0.361, 0.030], [0.060, -0.263, 0.662], [0.056, 0.091, 0.150], [0.802, 0.422, 0.448], [0.423, -0.126, 1.208], [-0.205, -0.070, -0.202], [0.415, 0.975, 0.123], [0.399, -0.042, -0.355], [-0.074, 0.069, 0.551], [0.468, 0.266, -0.226], [0.776, 0.529, 1.165], [0.515, -0.778, -0.931], [-0.327, 0.203, 0.528], [0.447, 0.068, 0.057], [-0.214, -0.428, 0.051], [0.352, 0.058, 1.016], [0.424, 0.866, -0.266], [0.699, 0.097, 0.758], [-0.460, 0.004, 0.006], [-0.462, -1.373, 0.357], [-0.071, 0.600, -0.418], [1.408, 0.177, -1.359], [-1.683, -0.203, -2.033], [-0.706, 0.527, 1.000], [0.288, -2.253, 0.211], [-0.834, 0.099, -1.055], [1.361, 0.907, 0.319], [0.583, -0.812, 0.814], [0.752, 1.733, 0.433], [0.250, -0.058, 0.886], [0.251, 0.323, -0.392], [-0.092, 0.008, -0.076], [-0.058, -0.340, 0.696], [-0.420, 0.064, -0.693], [-0.690, -0.645, 0.057], [-0.100, 0.555, 0.873], [0.133, -0.110, -0.356], [0.048, -0.237, 0.194], [0.028, 0.464, -0.334], [0.061, 0.392, 0.409], [-0.287, -0.072, 0.717], [0.685, -0.009, -0.461], [-0.247, -0.338, 0.072], [-0.249, 0.492, -0.097], [0.108, 0.073, 0.386], [-0.100, 0.447, -0.330], [-0.326, 0.415, 0.240], [0.480, -0.878, 0.007], [-0.429, 0.173, 0.096], [0.508, -0.266, 0.453], [1.750, 1.486, 1.861], [-2.650, 0.052, -2.767], [0.375, -0.140, 0.002], [-0.250, -0.193, -0.341], [0.145, -0.039, -0.251], [-0.209, -0.081, 0.173], [0.569, 0.049, -0.375], [-0.142, -0.060, 0.814], [-0.621, -0.636, -0.207], [-0.496, -0.048, 0.259], [0.504, 1.276, 0.022], [0.643, -0.650, 0.534], [0.080, 0.049, -0.027], [-0.469, -0.025, -1.027], [3.089, 0.198, 2.132], [-0.522, -0.375, -0.843], [-0.785, -0.553, 0.854], [-1.673, 1.377, -0.723], [2.889, 1.413, -1.373], [0.175, -1.049, -0.807], [-0.551, -0.789, 0.529], [-2.440, -0.393, 0.678], [-0.152, 0.168, -1.209], [0.600, -0.165, -0.310], [-0.023, -0.019, 0.216], [-0.045, -0.227, 0.627], [-2.395, -1.730, -3.959], [0.572, -0.275, 1.724], [2.685, 1.200, 1.571], [-1.125, 0.864, 1.371], [0.288, -1.537, 3.489], [-0.241, -0.075, -0.532], [0.246, -0.023, -0.580], [-0.322, 1.887, -1.323], [2.874, -0.876, 2.016], [-1.817, 0.310, -0.353], [0.061, 1.922, -0.732], [-1.442, -1.574, -1.986], [3.997, -2.191, 1.406], [-1.031, -0.364, 0.256], [-0.081, 0.845, -0.706], [-1.493, 1.254, 0.230], [0.111, 0.493, 0.274], [0.280, -0.142, -2.831], [-1.056, 1.369, 1.120], [-0.566, -1.150, 0.107], [1.088, -3.438, 0.390], [-1.216, 0.403, 0.804], [0.570, -0.747, -0.032], [-1.548, 2.514, -1.609], [1.111, -1.826, 0.504], [0.355, 0.611, 0.307], [-0.467, 1.481, -1.043], [-0.312, 1.060, 0.782]], "mulliken_spin": [0.00, 0.00, 0.00, 0.00, 0.00, 0.00, 0.00, 0.00, 0.00, 0.00, 0.00, 0.00, 0.00, 0.00, 0.00, 0.00, 0.00, 0.00, 0.00, 0.00, 0.00, 0.00, 0.00, 0.00, 0.00, 0.00, 0.00, 0.00, 0.00, 0.00, 0.00, 0.00, 0.00, 0.00, 0.00, 0.00, 0.00, 0.00, 0.00, 0.00, 0.00, 0.00, 0.00, 0.00, 0.00, 0.00, 0.00, 0.00, 0.00, 0.00, 0.00, 0.00, 0.00, 0.00, 0.00, 0.00, 0.00, 0.00, 0.00, 0.00, 0.00, 0.00, 0.00, 0.00, 0.00, 0.00, 0.00, 0.00, 0.00, 0.00, 0.00, 0.00, 0.00, 0.00, 0.00, 0.00, 0.00, 0.00, 0.00, 0.00, 0.00, 0.00, 0.00, 0.00, 0.00, 0.00, 0.00, 0.00, 0.00, 0.00, 0.00, 0.00, 0.00, 0.00, 0.00, 0.00, 0.00, 0.00, 0.00, 0.00, 0.00, 0.00, 0.00, 0.00, 0.00, 0.00, 0.00, 0.00, 0.00, 0.00, 0.00, 0.00, 0.00, 0.00, 0.00, 0.00, 0.00, 0.00, 0.00, 0.00, 0.00, 0.00, 0.00, 0.00, 0.00, 0.00, 0.00, 0.00, 0.00, 0.00, 0.00, 0.00, 0.00, 0.00, 0.00, 0.00, 0.00, 0.00, 0.00, 0.00, 0.00, 0.00, 0.00, 0.00, 0.00, 0.00, 0.00, 0.00, 0.00, 0.00, 0.00, 0.00, 0.00, 0.00, 0.00, 0.00, 0.00, 0.00, 0.00, 0.00, 0.00, 0.00, 0.00, 0.00, 0.00, 0.00, 0.00, 0.00, 0.00, 0.00, 0.00, 0.00, 0.00, 0.00, 0.00, 0.00, 0.00, 0.00, 0.00, 0.00, 0.00, 0.00, 0.00, 0.00, 0.00, 0.00, 0.00, 0.00, 0.00, 0.00, 0.00, 0.00, 0.00, 0.00, 0.00, 0.00, 0.00, 0.00, 0.00, 0.00, 0.00, 0.00, 0.00, 0.00, 0.00, 0.00, 0.00, 0.00, 0.00, 0.00, 0.00, -0.13, 0.39, 0.40, 0.34, 0.00, 0.00, 0.00, 0.00, 0.00, 0.00, 0.00, 0.00, 0.00, 0.00, 0.00, 0.00, 0.00, 0.00, 0.00, 0.00, 0.00, 0.00, 0.00, 0.00, 0.00, 0.00, 0.00, 0.00, 0.00, 0.00, 0.00, 0.00, 0.00, 0.00, 0.00, 0.00, 0.00, 0.00, 0.00, 0.00, 0.00, 0.00, 0.00, 0.00]}